A structure of composition C66H63F4IN9OP3RbS at a distorted geometry, computed with ωB97M-V with the def2-TZVPD basis set.

* orbital gap: 0.224 Eh
* LUMO energy: 1.829 eV
* E: -5264.35627 a.u.
* HOMO level: -4.273 eV
* total charge: -1
* multiplicity: 1

XYZ file:
```
149
Properties=species:S:1:pos:R:3:forces:R:3:mulliken_charge:R:1
Rb 0.3410 -0.7055 1.1457 1.299 0.154 -0.729 1.406
C 1.8731 0.7832 -1.1577 0.188 0.098 -0.106 1.822
C 2.6976 -0.2564 -1.8874 -0.004 -0.051 0.092 -0.580
N 2.8316 -1.4739 -1.0923 -0.046 0.057 -0.104 1.253
C 2.8589 -2.7007 -1.8852 -0.016 -0.003 0.039 -1.154
C 1.5711 -3.5016 -1.7214 0.011 0.023 0.015 -0.412
C 3.9065 -1.3617 -0.1172 -0.060 0.002 -0.008 -0.998
C 3.9324 -2.4701 0.9233 -0.145 -0.061 0.056 -1.160
N 2.6436 -2.6078 1.5651 -0.069 -0.020 0.171 1.327
C 2.4810 -3.5718 2.4569 0.016 0.108 -0.169 -0.202
C 1.1903 -3.7706 3.0357 -0.023 -0.068 0.006 -0.599
F 0.1759 -2.9589 2.5976 -0.142 -0.073 0.069 -0.048
C 0.8775 -4.7159 3.9708 -0.001 0.032 0.016 0.200
F -0.3940 -4.7728 4.4297 0.030 -0.024 -0.014 -0.370
C 1.8194 -5.6099 4.4557 0.015 -0.037 0.047 -0.846
C 3.0856 -5.4718 3.9125 0.048 0.002 0.022 0.432
F 4.0707 -6.2935 4.3476 -0.022 0.011 0.009 -0.413
C 3.4159 -4.5245 2.9735 0.025 0.021 -0.001 0.300
F 4.7216 -4.4774 2.5854 -0.001 -0.033 0.019 -0.487
H 1.6691 1.6466 -1.7944 0.006 0.024 0.090 0.669
H 2.3730 1.1450 -0.2580 -0.065 0.057 -0.033 -0.211
H 0.9255 0.3364 -0.8778 -0.001 0.362 -0.502 -2.021
H 3.6825 0.1577 -2.1632 0.016 -0.018 -0.031 0.222
H 2.1912 -0.5081 -2.8187 -0.044 -0.048 -0.047 -0.222
H 3.7122 -3.3150 -1.5867 -0.006 -0.023 -0.029 0.551
H 3.0122 -2.4578 -2.9442 0.040 0.001 -0.008 0.590
H 1.4776 -3.8369 -0.6858 -0.016 0.038 -0.041 -0.020
H 1.5473 -4.3707 -2.3869 0.014 0.038 0.042 0.499
H 0.7068 -2.8676 -1.9471 0.011 -0.030 -0.009 -0.320
H 3.7857 -0.4027 0.3982 -0.010 -0.006 -0.010 -0.049
H 4.8911 -1.3343 -0.6195 0.040 0.052 0.000 0.197
H 4.7327 -2.2029 1.6272 0.057 -0.035 0.003 0.239
H 4.2631 -3.4030 0.4469 -0.007 -0.016 -0.006 0.605
H 1.5838 -6.3604 5.1943 0.010 0.026 -0.026 0.503
C -4.2704 -0.7014 -7.6148 0.017 -0.050 -0.037 -0.525
S -4.5534 -2.4340 -7.1919 -0.011 0.055 0.016 -0.123
C -4.0075 -2.3943 -5.4665 0.010 -0.015 -0.062 -0.443
C -2.5039 -2.2364 -5.3099 -0.081 0.008 -0.033 0.352
C -2.0423 -2.2256 -3.8554 -0.081 0.074 -0.031 -1.016
N -2.4919 -1.0269 -3.0979 -0.047 -0.162 0.201 0.246
P -2.7294 -1.5193 -1.3887 -0.096 -0.012 -0.156 0.804
C -4.1900 -2.6012 -1.6639 0.083 -0.052 0.033 0.100
C -4.1694 -3.8934 -1.1506 0.019 -0.019 0.003 -0.366
C -5.2434 -4.7561 -1.3514 0.011 0.050 -0.004 -0.611
C -6.3441 -4.3277 -2.0760 0.018 0.052 -0.010 -0.625
C -6.3777 -3.0332 -2.5894 0.025 -0.022 -0.001 -0.698
C -5.3093 -2.1769 -2.3814 0.001 -0.034 -0.035 -0.293
C -3.5526 -0.0985 -0.5518 -0.055 -0.085 0.080 0.923
C -4.8480 -0.1906 -0.0314 0.001 0.093 -0.074 -0.704
C -5.4085 0.8645 0.6758 0.032 0.015 -0.011 -0.772
C -4.6869 2.0324 0.8770 -0.010 -0.029 -0.017 -1.061
C -3.3795 2.1140 0.4217 -0.019 -0.041 -0.026 -0.425
C -2.8113 1.0465 -0.2559 0.059 -0.010 0.073 1.463
P -1.3257 0.2842 -3.1776 0.041 0.070 0.010 0.977
C -2.4258 1.7334 -3.2167 0.064 0.063 -0.066 0.360
C -1.8535 2.9584 -2.8775 -0.041 0.040 0.030 -0.806
C -2.6294 4.1071 -2.8281 -0.014 -0.011 0.010 -0.382
C -3.9889 4.0341 -3.1070 0.056 -0.030 0.008 -0.826
C -4.5630 2.8164 -3.4489 0.026 -0.028 0.028 -0.744
C -3.7828 1.6680 -3.5056 -0.077 0.056 -0.018 -0.092
C -0.7485 0.2564 -4.9258 0.081 0.107 0.028 -0.034
C -1.3219 1.0150 -5.9459 0.037 0.072 -0.039 -0.298
C -0.8007 0.9772 -7.2333 0.017 0.003 0.054 -0.804
C 0.3012 0.1824 -7.5215 -0.041 -0.006 0.037 -0.576
C 0.8897 -0.5670 -6.5113 -0.061 0.029 -0.013 -1.070
C 0.3730 -0.5178 -5.2250 0.055 0.003 -0.009 0.312
H -4.6834 -0.5413 -8.6100 0.011 0.014 0.017 0.410
H -3.2084 -0.4568 -7.6289 -0.062 -0.009 -0.003 0.027
H -4.7873 -0.0507 -6.9080 0.007 0.005 -0.013 0.155
H -4.3603 -3.3279 -5.0231 0.006 0.018 0.032 0.283
H -4.5316 -1.5748 -4.9736 -0.006 -0.029 0.063 -0.150
H -2.1911 -1.3174 -5.8058 -0.040 -0.201 0.010 -0.758
H -1.9970 -3.0617 -5.8171 -0.009 -0.018 -0.021 0.531
H -0.9520 -2.3363 -3.8238 0.010 -0.009 0.049 -0.322
H -2.4431 -3.1155 -3.3670 -0.013 -0.042 0.045 1.141
H -3.3019 -4.2296 -0.5926 -0.012 0.003 -0.011 0.504
H -5.2154 -5.7593 -0.9451 0.011 0.012 -0.008 0.395
H -7.1782 -4.9980 -2.2431 0.005 0.011 0.004 0.369
H -7.2378 -2.6964 -3.1553 0.009 -0.003 0.012 0.437
H -5.3377 -1.1636 -2.7658 0.004 -0.044 -0.007 0.357
H -5.4337 -1.0874 -0.1680 -0.003 0.006 -0.008 0.417
H -6.4155 0.7696 1.0645 0.012 0.000 -0.009 0.386
H -5.1279 2.8717 1.4011 0.009 -0.018 -0.006 0.432
H -2.8036 3.0107 0.6000 -0.005 -0.034 -0.004 -0.235
H -1.7689 1.1214 -0.5443 -0.028 0.030 -0.052 -0.557
H -0.8014 3.0075 -2.6096 -0.037 -0.007 -0.011 0.326
H -2.1871 5.0491 -2.5326 0.000 -0.001 0.022 0.434
H -4.6008 4.9246 -3.0335 0.011 -0.020 -0.001 0.340
H -5.6256 2.7559 -3.6509 0.001 0.004 -0.011 0.423
H -4.2246 0.7085 -3.7514 0.012 0.035 0.026 0.354
H -2.1860 1.6361 -5.7405 0.040 -0.017 0.027 0.508
H -1.2592 1.5739 -8.0130 0.010 -0.014 0.008 0.460
H 0.7042 0.1539 -8.5261 0.000 0.005 0.010 0.384
H 1.7579 -1.1789 -6.7210 -0.009 -0.006 0.004 0.474
H 0.8449 -1.1016 -4.4435 0.034 0.033 0.029 0.084
O -1.8428 -0.7863 2.6367 -0.762 -0.048 0.215 -0.209
N -1.0054 -0.2633 3.6083 0.246 -0.313 0.244 0.157
C -1.5388 0.6598 4.2826 0.012 0.246 0.072 -1.269
C -0.7671 1.3101 5.3594 -0.073 -0.099 -0.105 0.817
C -1.5092 1.8158 6.4271 0.008 0.011 0.045 -0.824
C -0.8823 2.3450 7.5399 0.014 0.002 -0.006 -0.630
C 0.5050 2.3697 7.5919 -0.020 -0.003 0.006 -0.877
C 1.2450 1.9032 6.5176 0.023 0.039 0.009 -0.310
C 0.6354 1.3841 5.3771 -0.128 0.010 -0.194 -0.024
P 1.6565 0.9487 3.8841 0.407 0.114 0.260 1.191
C 2.6741 -0.4194 4.5671 -0.100 -0.045 0.094 0.988
C 2.1988 -1.2508 5.5803 0.016 0.055 -0.014 -0.881
C 2.9548 -2.3275 6.0309 -0.030 0.021 -0.043 -0.849
C 4.1975 -2.5844 5.4751 0.004 -0.003 -0.018 -0.715
C 4.6721 -1.7776 4.4476 -0.025 -0.002 0.031 -0.789
C 3.9077 -0.7186 3.9860 -0.008 -0.003 -0.018 -0.559
C 2.8194 2.3872 3.9571 -0.070 0.007 0.063 0.446
C 4.0627 2.4275 4.5942 0.011 -0.041 -0.076 0.192
C 4.8095 3.5989 4.6092 -0.032 0.027 -0.042 -0.793
C 4.3228 4.7501 3.9971 0.005 -0.047 0.047 -0.629
C 3.0910 4.7257 3.3590 -0.003 -0.028 0.015 -0.308
C 2.3512 3.5489 3.3374 0.010 0.011 -0.002 -0.807
H -1.3700 -1.5816 2.3604 -0.627 -0.369 0.551 0.283
H -2.5752 0.9492 4.1145 -0.006 0.017 -0.024 0.451
H -2.5916 1.7716 6.3821 0.021 0.008 -0.001 0.433
H -1.4701 2.7319 8.3629 0.010 -0.013 -0.010 0.385
H 1.0116 2.7676 8.4628 -0.006 -0.002 -0.024 0.430
H 2.3260 1.9558 6.5624 -0.018 0.013 -0.026 0.374
H 1.2267 -1.0590 6.0201 0.032 -0.008 0.012 0.434
H 2.5649 -2.9725 6.8087 -0.010 0.015 -0.014 0.361
H 4.7841 -3.4291 5.8161 -0.015 0.018 -0.012 0.404
H 5.6277 -1.9967 3.9873 -0.019 0.003 -0.008 0.398
H 4.2737 -0.1204 3.1572 -0.007 -0.015 0.007 0.377
H 4.4568 1.5390 5.0722 -0.025 0.005 0.024 0.407
H 5.7745 3.6124 5.1022 -0.014 -0.002 -0.001 0.406
H 4.9100 5.6603 4.0078 -0.005 -0.018 -0.014 0.420
H 2.7198 5.5998 2.8372 0.003 -0.031 0.021 0.400
H 1.4049 3.5194 2.8095 0.025 0.023 0.025 -0.232
N -0.0847 2.2619 1.0021 0.013 -0.046 -0.119 0.195
C -0.1561 3.3994 0.7941 -0.054 0.505 0.050 -0.010
C -0.2972 4.7911 0.5988 0.055 0.041 -0.078 0.970
C 0.8236 5.6645 0.5879 -0.290 -0.275 0.034 -0.185
N 1.7098 6.4070 0.5916 0.019 -0.009 -0.020 -0.762
C -1.5980 5.3469 0.4829 0.287 -0.179 0.053 -0.145
N -2.6634 5.7885 0.3885 -0.017 -0.013 -0.028 -0.753
I 6.5770 4.0352 -2.4719 0.012 0.012 -0.016 0.082
C 5.2889 3.6224 -0.9202 -0.108 0.027 -0.070 -0.930
C 5.6087 3.0454 0.2831 -0.042 -0.026 0.064 -0.297
N 4.4485 2.9578 0.9632 -0.099 -0.053 0.002 0.590
N 3.3987 3.4413 0.2850 0.221 0.073 -0.027 -0.114
C 3.8977 3.8544 -0.8667 0.043 -0.053 0.016 -0.233
H 6.5488 2.7052 0.6849 -0.054 0.012 0.003 0.495
H 4.3017 2.6365 1.9092 0.016 0.003 0.020 -0.006
H 3.2599 4.3078 -1.6098 0.024 -0.019 0.044 0.500
```
Forces are in eV/Å.